Below is a cluster of 14 separate species, C3H34NO14 in total in a non-equilibrium geometry, with properties calculated with ωB97M-V with the def2-TZVPD basis set.

Each line ends with the Löwdin spin population.
Cartesian coordinates (Å):
O 0.42329 -0.50023 -0.35667  0.0809
C 1.39085 0.22553 -0.39662  0.0705
C 1.92716 0.84883 -1.70086  0.0450
N 0.76845 1.11831 -2.54338  0.0514
C 0.98128 2.02376 -3.70513  0.0485
H 2.03094 0.39604 0.47417  0.0051
H 2.76198 1.51884 -1.42720  0.0075
H 2.56230 0.00904 -2.03765  0.0069
H 0.30832 0.24080 -2.85202  0.0052
H 0.16621 1.67149 -1.77285  0.0558
H 1.65757 2.83687 -3.40451  0.0092
H 0.01088 2.42847 -4.06894  0.0140
H 1.32512 1.34250 -4.48804  0.0048
H 3.98304 -1.46489 -0.47786  0.0007
H 2.63838 -2.18256 -0.28906  0.0036
O 3.06478 -1.30332 -0.21875  0.0123
H 0.34378 -1.56938 4.62230  0.0023
H 1.49457 -0.47843 4.27690  0.0028
O 1.10767 -1.33275 4.09277  0.0091
H -2.54051 -0.28254 -3.75217  0.0089
H -1.86403 0.39485 -2.59502  0.0547
O -1.68295 0.15417 -3.53399  0.0583
H -2.67752 -2.59094 -3.09545  0.0101
H -3.89727 -2.14070 -2.21203  0.0118
O -3.38773 -1.94778 -3.00805  0.0283
H -0.53356 -1.05750 -3.48852  0.0074
H 0.39991 -1.69230 -2.39708  0.0081
O 0.34392 -1.52383 -3.35175  0.0204
H -0.35196 1.56823 2.44225  0.0102
H 0.35297 0.17960 1.87887  0.0052
O 0.29027 0.86622 2.58110  0.0216
H -0.07951 -4.12960 -0.26429  0.0083
H 1.23230 -4.40003 -1.11695  0.0049
O 0.57204 -3.74484 -0.85752  0.0208
H -3.65927 -0.31739 2.27091  0.0076
H -2.47343 -1.26745 1.94918  0.0046
O -2.70023 -0.37800 2.30190  0.0302
H -2.98602 2.55704 2.82335  0.0049
H -2.02813 3.00879 1.64462  0.0246
O -2.31261 3.18551 2.55057  0.0346
H 0.52900 3.25134 0.73772  0.0181
H 1.54443 3.50636 -0.38441  0.0190
O 0.65592 3.16210 -0.21733  0.0674
H -1.34402 0.13330 3.84129  0.0033
H -0.13335 0.64473 4.76233  0.0026
O -1.00370 0.25856 4.73031  0.0067
H 2.06960 1.46929 2.34928  0.0027
H 3.24126 2.56373 2.46768  0.0025
O 2.69890 2.03304 1.88251  0.0148
H -3.10292 -3.13500 2.11966  0.0073
H -1.64785 -3.24352 1.80566  0.0104
O -2.47053 -2.91431 1.40871  0.0242

Charge: 0
Orbital gap (alpha / beta), eV: 2.58 / 9.61
LUMO energy (alpha / beta), eV: 0.05 / -0.15
F_max, eV Å⁻¹: 3.74
DFT total energy, eV: -33813.32987
Multiplicity: 2

=====

Below is the molecule C16H22N4O2S in a non-equilibrium geometry, with properties calculated with ωB97M-V with the def2-TZVPD basis set.

Each line ends with the natural charge from an NBO analysis.
Cartesian coordinates (Å):
C -0.39148 -3.93980 -0.98015  -0.6110
C -1.01842 -2.96792 0.03980  -0.3729
C -0.05716 -2.42388 1.14435  -0.2534
C 0.34701 -3.59105 2.09066  -0.5819
C 1.18283 -1.90083 0.53400  0.3104
N 2.15699 -1.48855 0.06139  -0.3451
C -0.80510 -1.32390 1.94581  0.6981
O -1.55538 -1.63277 2.87049  -0.6289
N -0.64858 -0.04319 1.57132  -0.6022
C -1.27715 1.11158 2.21046  -0.2838
C -0.21906 2.03748 2.78224  -0.1560
C -0.05163 3.34755 2.51306  -0.2107
C -0.91816 4.20979 1.61196  -0.2699
N -0.41221 4.25669 0.24228  -0.6085
C -0.78632 3.37961 -0.69510  0.6864
O -1.94678 2.99138 -0.79119  -0.6170
C 0.22627 3.04687 -1.79436  -0.5264
C 0.31249 1.57607 -2.18842  -0.1712
C 1.40679 0.84760 -2.63659  -0.3071
C 1.09031 -0.47275 -2.96394  0.1966
C 2.02632 -1.53030 -3.49357  -0.6400
N -0.15134 -0.85784 -2.80356  -0.5863
S -1.04025 0.47406 -2.19001  0.5996
H -1.12694 -4.24122 -1.72713  0.2247
H 0.43616 -3.47879 -1.51921  0.2164
H -0.02011 -4.84766 -0.50517  0.2008
H -1.43284 -2.13189 -0.52821  0.2216
H -1.88241 -3.44941 0.50386  0.2241
H 0.93469 -3.23118 2.93715  0.2238
H -0.52477 -4.10398 2.50126  0.2369
H 0.95931 -4.33442 1.57979  0.2184
H -0.09142 0.14887 0.75139  0.4096
H -1.93410 1.60438 1.49230  0.2227
H -1.92488 0.81032 3.03877  0.2488
H 0.47116 1.55938 3.46410  0.2105
H 0.77485 3.86284 2.98218  0.2014
H -1.95764 3.86953 1.63977  0.2356
H -0.95547 5.22073 2.02211  0.2118
H 0.43627 4.77468 0.08828  0.3924
H -0.07534 3.63472 -2.65998  0.2542
H 1.21059 3.41495 -1.50921  0.2215
H 2.40064 1.25523 -2.73694  0.2264
H 3.02015 -1.13220 -3.69460  0.2147
H 2.15211 -2.34321 -2.77890  0.2353
H 1.66003 -1.96758 -4.42251  0.2296

SMILES: CC[C@@](C)(C#N)C(=O)NC/C=C\CNC(=O)Cc1cc(C)ns1
Charge: 0
Orbital gap, eV: 9.71
LUMO energy, eV: 0.43
F_max, eV Å⁻¹: 2.20
DFT total energy, eV: -37839.77362

=====

Below is the molecule BH4NS in a non-equilibrium geometry, with properties calculated with ωB97M-V with the def2-TZVPD basis set.

Each line ends with the Löwdin spin population.
Cartesian coordinates (Å):
B -0.11038 0.35786 0.05482  0.2630
N -0.12779 -1.04519 0.06357  0.2447
S 1.27322 0.97904 1.10219  1.1884
H -1.04873 0.90940 -0.48470  0.0080
H -0.77246 -1.70176 -0.28553  0.0081
H 0.67823 -1.44706 0.65496  0.0430
H 1.21743 2.19176 0.51333  0.2448

Charge: 0
Orbital gap (alpha / beta), eV: 4.64 / 7.81
LUMO energy (alpha / beta), eV: 0.69 / -3.46
F_max, eV Å⁻¹: 3.51
DFT total energy, eV: -13062.40159
Multiplicity: 3

=====

Below is a structure of composition C24H29AgN6O2S2, with properties calculated with ωB97M-V with the def2-TZVPD basis set.

Each line ends with the natural charge from an NBO analysis.
Cartesian coordinates (Å):
Ag -0.44272 0.53772 -0.09662  0.8765
C 4.09485 0.23268 1.37726  -0.6966
C 2.62516 0.08667 1.08600  0.2203
N 2.09452 0.30279 -0.05275  -0.2189
N 2.86200 0.76423 -1.06899  -0.4535
C 2.28629 1.26050 -2.21810  0.2569
N 3.21773 1.81657 -3.04290  -0.7994
S 0.68165 1.25152 -2.58503  -0.1591
C 1.67928 -0.25158 2.20058  0.1620
C 2.07270 -0.11342 3.52340  -0.2395
C 1.14236 -0.34104 4.52719  -0.1643
C -0.14530 -0.69538 4.17564  -0.2476
C -0.44848 -0.80495 2.82515  0.0746
N 0.43911 -0.59775 1.86210  -0.4401
H 4.69888 -0.11735 0.53848  0.2136
H 4.37925 -0.36631 2.23873  0.2383
H 4.36120 1.27225 1.58662  0.2399
H 3.83417 0.98132 -0.89838  0.3671
H 4.18898 1.56403 -2.95760  0.3783
H 2.88579 2.04027 -3.96549  0.4156
H 3.07608 0.19974 3.77647  0.2126
H 1.42143 -0.22879 5.56682  0.2168
H -0.90354 -0.87827 4.92419  0.2205
H -1.44788 -1.06107 2.49339  0.2041
C -5.89897 -0.89764 -0.14443  -0.3900
N -5.06646 0.29275 -0.11938  -0.4669
C -5.45195 1.38522 0.76462  -0.3972
C -3.81069 0.22926 -0.54638  0.4622
N -2.70406 0.18717 -0.87018  -0.4344
H -6.88406 -0.65485 -0.54611  0.1983
H -6.02158 -1.30816 0.86228  0.1883
H -5.43616 -1.64972 -0.77768  0.2214
H -6.38532 1.83171 0.41878  0.1948
H -4.66984 2.14030 0.76321  0.2450
H -5.59024 1.02238 1.78678  0.1883
C -0.52253 3.55087 0.46544  -0.2089
O -0.92034 2.34792 1.00508  -1.0190
H 0.58255 3.67004 0.40558  0.0981
H -0.88065 4.41215 1.06195  0.1159
H -0.88998 3.72216 -0.56658  0.1137
O -0.55505 -2.03172 -0.83090  -0.9717
S 0.75922 -2.73195 -0.84089  1.2660
C 0.37861 -4.46442 -1.17994  -0.1622
C 1.38480 -5.41404 -1.29438  -0.2479
C 1.04481 -6.72825 -1.56715  -0.1940
C -0.29162 -7.08617 -1.71627  -0.2112
C -1.28647 -6.12970 -1.58502  -0.2011
C -0.95388 -4.80688 -1.31186  -0.2425
C 1.54153 -2.38126 -2.41832  -0.1672
C 2.92265 -2.33261 -2.49080  -0.2448
C 3.52714 -2.06720 -3.71443  -0.2248
C 2.74243 -1.84349 -4.83759  -0.2065
C 1.35448 -1.88084 -4.74296  -0.1855
C 0.74678 -2.14705 -3.52758  -0.2152
H 2.42474 -5.13018 -1.17996  0.2168
H 1.82113 -7.47584 -1.66556  0.2144
H -0.55296 -8.11342 -1.93531  0.2153
H -2.32598 -6.41104 -1.69507  0.2156
H -1.70429 -4.03337 -1.20623  0.2522
H 3.52141 -2.49275 -1.60042  0.2144
H 4.60679 -2.03398 -3.78887  0.2119
H 3.21242 -1.62784 -5.78880  0.2146
H 0.74628 -1.69016 -5.61757  0.2188
H -0.33139 -2.14739 -3.41940  0.2470

Charge: 0
Orbital gap, eV: 5.96
LUMO energy, eV: 0.26
F_max, eV Å⁻¹: 0.49
DFT total energy, eV: -64060.35070